The following is a DFT calculation (ωB97M-V/def2-TZVPD) of a 3-piece molecular cluster, C39H59BrCl2O10P2 overall at a distorted geometry.

Calculated values
Net charge ... 0
LUMO ... -1.708 eV
HOMO level ... -7.44 eV
Energy above the lowest of the compared OMol25 structures with the same formula, charge and spin ... 371.3 kcal per mole
Molecular weight ... 900.6 g/mol
Maximum force ... 9.47 eV/Å
Kohn-Sham gap ... 5.74 eV
SMILES string ... CC(C)=CCC[C@H](C)CCc1cc2c(c([C@@H](Cl)[C@H](C)Cl)c1)C(=O)c1cc(Br)ccc1C2=O.CCOP(=O)(OCC)OCC.CCOP(=O)(OCC)OCC

```
113
C39H59BrCl2O10P2 ωB97M-V/def2-TZVPD
C 0.42 2.85 1.35
C 1.01 1.36 1.44
C -0.04 0.24 1.97
C 2.35 0.96 1.10
C 3.06 1.12 -0.33
C 2.08 0.82 -1.58
C 1.97 -0.73 -1.96
C 3.44 -1.23 -2.36
C 0.82 -1.10 -3.03
C 0.00 0.15 -3.63
C -1.27 0.59 -2.73
C -2.38 -0.40 -2.29
C -3.55 0.15 -1.39
C -3.61 1.64 -0.91
C -2.48 2.66 -1.34
C -2.46 4.18 -0.86
Cl -0.82 5.01 -1.08
C -3.58 5.12 -1.52
C -4.33 5.99 -0.37
Cl -4.75 4.26 -2.65
C -1.36 2.09 -2.24
C -4.80 2.08 0.03
O -4.81 3.11 0.77
C -6.13 1.17 0.09
C -7.46 1.77 0.66
C -8.80 0.95 0.73
Br -10.42 1.78 1.48
C -8.74 -0.51 0.20
C -7.41 -1.11 -0.39
C -6.07 -0.30 -0.44
C -4.69 -0.91 -0.98
O -4.50 -2.14 -1.11
H 0.95 3.51 0.58
H -0.68 2.76 1.00
H 0.36 3.35 2.39
H 0.47 -0.55 2.64
H -0.62 -0.19 1.09
H -0.82 0.80 2.62
H 2.99 0.53 1.96
H 4.02 0.52 -0.34
H 3.35 2.24 -0.43
H 2.44 1.48 -2.47
H 1.04 1.17 -1.26
H 1.69 -1.28 -0.98
H 3.46 -2.25 -2.88
H 4.02 -1.37 -1.37
H 4.05 -0.44 -2.94
H 0.17 -1.92 -2.58
H 1.36 -1.59 -3.93
H -0.47 -0.23 -4.62
H 0.64 1.05 -3.92
H -2.38 -1.50 -2.62
H -2.63 4.16 0.28
H -3.01 5.91 -2.15
H -5.39 5.58 -0.29
H -4.32 7.11 -0.65
H -3.85 5.88 0.66
H -0.49 2.76 -2.61
H -7.50 2.85 1.05
H -9.71 -1.12 0.21
H -7.48 -2.18 -0.78
C -4.93 -5.46 -4.61
C -3.98 -6.28 -5.47
O -2.62 -6.06 -5.12
P -2.10 -6.64 -3.66
O -1.93 -8.10 -4.10
O -0.50 -6.22 -3.80
C 0.51 -7.23 -3.73
C 0.86 -7.76 -5.11
O -2.33 -5.06 -3.04
C -2.54 -4.99 -1.63
C -1.35 -5.50 -0.84
H -4.92 -5.80 -3.58
H -5.95 -5.54 -4.99
H -4.64 -4.40 -4.61
H -4.22 -7.35 -5.40
H -4.09 -5.99 -6.52
H 0.21 -8.03 -3.06
H 1.40 -6.77 -3.29
H -0.03 -7.97 -5.72
H 1.46 -8.67 -5.04
H 1.43 -7.01 -5.67
H -3.44 -5.56 -1.38
H -2.73 -3.94 -1.38
H -1.19 -6.57 -1.01
H -1.50 -5.35 0.23
H -0.43 -4.98 -1.14
C 3.03 4.13 4.38
C 3.97 3.33 3.50
O 5.33 3.53 3.86
P 5.85 2.89 5.29
O 6.01 1.45 4.80
O 7.45 3.30 5.16
C 8.46 2.29 5.19
C 8.79 1.80 3.79
O 5.63 4.46 5.96
C 5.42 4.48 7.38
C 6.61 3.93 8.14
H 3.04 3.75 5.41
H 2.00 4.07 4.01
H 3.33 5.18 4.42
H 3.72 2.27 3.53
H 3.86 3.67 2.46
H 8.14 1.46 5.84
H 9.35 2.72 5.65
H 7.90 1.62 3.19
H 9.38 0.88 3.83
H 9.37 2.56 3.26
H 4.52 3.91 7.61
H 5.25 5.52 7.66
H 6.76 2.86 7.93
H 6.46 4.04 9.22
H 7.53 4.44 7.86
```

The following is a DFT calculation (ωB97M-V/def2-TZVPD) of C39H59InN3O3S3 as an isolated structure.

Calculated values
Net charge ... -1
LUMO ... 2.083 eV
HOMO level ... -4.45 eV
Energy above the lowest of the compared OMol25 structures with the same formula, charge and spin ... 0.0 kcal per mole
Molecular weight ... 828.9 g/mol
Maximum force ... 0.55 eV/Å
Kohn-Sham gap ... 6.53 eV

```
108
C39H59InN3O3S3 ωB97M-V/def2-TZVPD
In 0.55 -0.81 0.25
C -2.82 -0.29 1.74
C -2.20 0.94 2.17
C -0.92 0.63 2.60
C -0.68 -0.79 2.28
C -1.96 -1.35 1.88
C -2.42 -2.80 1.97
C -3.10 -2.96 3.34
C -1.27 -3.80 1.90
C -3.44 -3.14 0.88
C 0.06 1.39 3.52
C 0.72 2.66 2.93
C 1.18 0.47 4.03
C -0.72 1.80 4.79
C -3.09 2.19 2.10
C -2.37 3.54 2.14
C -3.88 2.17 0.78
C -4.11 2.14 3.25
H -3.85 -0.38 1.42
H -0.01 -1.40 2.88
H -2.41 -2.68 4.14
H -3.41 -4.00 3.49
H -3.98 -2.31 3.41
H -0.53 -3.63 2.69
H -0.75 -3.75 0.94
H -1.67 -4.81 2.02
H -4.29 -2.45 0.91
H -3.83 -4.15 1.03
H -2.98 -3.09 -0.11
H 1.10 2.47 1.93
H 1.56 2.96 3.57
H 0.04 3.51 2.89
H 1.78 0.07 3.21
H 0.78 -0.36 4.62
H 1.84 1.04 4.69
H -1.50 2.53 4.56
H -0.04 2.25 5.53
H -1.20 0.93 5.24
H -1.57 3.58 1.41
H -1.96 3.75 3.13
H -3.09 4.33 1.92
H -3.20 2.05 -0.07
H -4.44 3.10 0.66
H -4.60 1.35 0.74
H -3.61 2.21 4.22
H -4.67 1.20 3.23
H -4.83 2.97 3.17
S -0.64 -2.41 -1.31
C 0.77 -3.38 -1.70
C 0.76 -4.06 -2.92
C 1.82 -4.86 -3.33
C 1.74 -5.52 -4.61
N 1.68 -6.04 -5.63
C 2.93 -5.00 -2.50
C 2.96 -4.33 -1.28
C 1.90 -3.53 -0.85
S 2.07 -2.78 0.73
C 4.05 -5.81 -2.89
N 4.95 -6.47 -3.18
H -0.10 -3.94 -3.57
H 3.82 -4.44 -0.65
O -0.80 0.87 -0.54
C -1.13 1.32 -1.64
C -0.64 2.66 -2.11
C -1.75 3.71 -2.28
C -2.53 3.57 -3.59
C -3.31 2.27 -3.74
C -2.44 1.02 -3.74
N -1.99 0.64 -2.41
H -0.10 2.53 -3.05
H 0.08 2.98 -1.36
H -1.29 4.69 -2.25
H -2.43 3.66 -1.42
H -1.83 3.66 -4.42
H -3.22 4.42 -3.67
H -3.86 2.30 -4.69
H -4.06 2.18 -2.95
H -1.58 1.16 -4.40
H -3.01 0.18 -4.13
H -2.19 -0.30 -2.08
O 1.92 0.75 0.87
S 3.14 1.20 0.05
C 4.35 -0.14 0.02
C 5.14 -0.08 1.32
C 5.41 1.40 1.56
C 4.06 2.08 1.38
H 4.98 0.07 -0.85
H 3.80 -1.06 -0.16
H 6.06 -0.67 1.26
H 4.54 -0.50 2.13
H 6.13 1.76 0.82
H 5.82 1.61 2.55
H 4.12 3.14 1.12
H 3.43 1.97 2.26
C 2.77 1.23 -3.16
C 2.20 -0.16 -2.86
C 0.95 -0.38 -3.73
C 3.24 -1.21 -3.28
O 1.94 -0.29 -1.50
H 2.90 1.37 -4.24
H 3.75 1.36 -2.69
H 2.11 2.01 -2.78
H 1.17 -0.21 -4.79
H 0.16 0.32 -3.43
H 0.56 -1.38 -3.60
H 3.48 -1.14 -4.35
H 2.85 -2.22 -3.07
H 4.16 -1.08 -2.71
```